(1)
96
Properties=species:S:1:pos:R:3:forces:R:3 method="wB97M-V/def2-TZVPD" lumo_ha="-0.107 / -0.138" e_above_lowest_kj_mol=0.0 e_tot_ev=-69254.371 total_charge=+1 spin_multiplicity=3 e_homo_ha="-0.34142 / -0.35274" gap_ev="6.4 / 5.8"
Pd 0.129921 -0.079216 0.132023 0.055 0.284 -1.560
P -1.803090 -1.641272 -0.672943 -0.198 -0.015 -1.693
P 1.265957 2.105812 0.099294 0.762 0.661 -0.133
O -1.957439 1.059138 2.026147 3.854 -2.393 -3.497
N 0.949152 -0.718326 -1.710984 -0.616 -1.066 -2.596
N -1.192222 1.355620 -1.287480 -0.053 -0.744 -0.345
N 1.156007 -1.086868 1.977263 0.030 -0.592 -0.348
N -0.031558 -1.319004 6.618408 1.920 -0.270 -3.616
C 1.018904 2.383263 2.872609 0.069 0.048 -0.030
C -1.134988 0.538735 1.336552 -5.696 3.426 5.855
C -3.656191 -1.587311 -0.294394 0.797 -0.461 0.222
C 1.744195 2.359730 -2.686381 -0.078 -0.155 0.026
C 0.506095 -1.109434 -4.154714 -0.289 0.005 -0.352
C 3.199281 -1.758400 3.014255 -0.185 0.023 -0.338
C 2.090422 4.316994 1.734090 0.160 0.003 0.180
C 0.527589 -1.403401 5.577513 -1.989 0.069 3.719
C 2.480237 2.378275 -1.333565 0.187 0.080 0.299
C 0.293201 -0.922020 -2.723133 -0.406 1.187 2.708
C 1.814043 -1.476701 -4.466230 0.211 -0.093 -0.192
C 1.210000 -1.485526 4.321393 -0.058 0.061 -0.364
C 3.339748 2.132212 1.989884 0.072 0.109 0.192
C -0.451899 -0.919835 -5.168674 0.406 -0.074 -0.285
C 0.514202 -1.197252 3.146214 0.590 -0.036 -0.079
C -2.704208 1.476193 -3.147971 -0.155 0.071 0.171
C -4.423903 -2.401832 -1.344448 -0.659 -0.041 -0.074
C -1.229733 -3.431672 -1.055799 -0.207 0.141 0.016
C 2.458757 -1.382422 1.892412 -0.013 -0.100 0.522
C -1.394403 -3.776593 -2.542608 0.020 -0.198 0.032
C -1.107921 2.679079 -1.248963 -0.584 1.127 -0.200
C -3.837859 -2.124523 1.127832 -0.460 -0.075 0.086
C 1.969101 2.780603 1.726164 0.053 0.087 -0.336
C 2.201295 -1.682890 -5.789221 -0.223 0.084 0.450
C 1.256497 -1.500797 -6.807994 0.305 -0.022 0.442
C -1.927095 3.488118 -2.059540 0.378 -0.456 0.248
C -0.057667 -1.116025 -6.500911 0.285 -0.096 0.092
C -1.965105 0.717899 -2.211473 0.732 -0.932 -0.605
C 3.489327 1.218248 -1.329168 0.120 -0.162 -0.100
C -4.161945 -0.142406 -0.331423 -0.098 0.076 -0.104
C -0.091513 3.297646 -0.292978 -0.414 -0.099 0.028
C 0.247231 -3.606683 -0.668348 0.198 0.084 -0.121
C -2.734275 2.862861 -3.022520 0.179 -0.426 0.081
C -2.017147 -4.427921 -0.199052 -0.075 -0.294 0.012
C -1.842286 -0.753550 -2.287777 1.587 0.447 0.252
C 3.212642 3.727457 -1.217324 0.137 -0.039 -0.286
C 2.569925 -1.789795 4.248635 0.091 0.051 0.029
H 0.321764 4.227596 -0.720255 -0.191 -0.370 0.147
H -1.117301 -4.835834 -2.666449 -0.002 0.289 -0.076
H 3.948645 3.745940 -0.403075 -0.279 0.024 -0.224
H 2.493098 2.541217 -3.476965 -0.283 -0.034 0.273
H -0.760471 -0.979433 -7.328146 0.155 0.003 0.438
H 4.247760 -2.004308 2.892011 -0.102 0.011 0.138
H -3.078780 -4.471287 -0.458649 0.265 0.022 0.107
H 2.495360 -1.584802 -3.616469 -0.062 -0.053 -0.510
H -5.192247 -0.155254 0.046802 0.156 0.049 -0.023
H 0.941676 1.292401 2.973948 -0.037 0.366 -0.014
H -0.566798 -1.054759 3.162922 0.316 0.137 -0.022
H 2.919409 -1.320821 0.903534 -0.197 0.050 0.265
H -3.128820 -1.672728 1.831415 -0.120 0.010 -0.078
H -3.376636 3.447293 -3.683005 0.250 -0.089 0.195
H -2.430010 -3.676627 -2.886800 0.256 -0.008 0.039
H 0.016252 2.817879 2.749804 0.240 -0.179 0.065
H -1.903940 4.570260 -1.932508 0.016 -0.303 -0.150
H 3.290100 1.034780 1.917483 0.055 0.365 0.000
H -4.655190 -3.414200 -1.000869 0.079 0.163 -0.097
H 3.238670 -1.984816 -5.962948 -0.477 0.131 -0.287
H 2.350520 4.616657 2.761967 -0.091 0.033 -0.295
H 3.644162 2.385675 3.018875 -0.039 -0.096 -0.287
H -1.909560 -4.214604 0.871261 -0.033 -0.062 -0.191
H 3.766461 3.885694 -2.157284 -0.123 -0.022 0.282
H 2.512161 4.567756 -1.112400 0.243 -0.171 0.007
H -1.606854 -5.433998 -0.372093 -0.047 0.235 0.033
H 0.912409 -2.974850 -1.260899 -0.118 -0.109 0.126
H 0.413872 -3.376426 0.390119 -0.038 -0.088 -0.096
H -0.738190 -3.163378 -3.174027 -0.246 -0.274 0.130
H -3.738141 -3.208492 1.187075 -0.017 0.194 0.021
H 1.140962 4.804728 1.470226 0.313 -0.082 0.128
H 0.973873 3.137904 -2.756413 0.191 -0.128 -0.069
H -2.329218 -1.261519 -3.116024 -0.318 0.231 0.235
H 1.289611 1.380451 -2.875744 0.042 0.328 0.042
H -0.592771 3.577509 0.650421 0.136 -0.125 -0.269
H -3.582717 0.530825 0.301912 -0.082 -0.007 -0.078
H -1.476062 -0.601043 -4.953706 0.494 -0.175 0.044
H 0.541046 -4.651430 -0.854195 -0.152 0.222 0.127
H 2.882953 4.684630 1.071548 -0.348 -0.094 0.268
H 2.971905 0.260226 -1.481815 0.174 0.306 0.023
H 4.123919 2.505181 1.315589 -0.290 -0.166 0.203
H -5.383800 -1.901468 -1.524498 0.045 -0.178 0.031
H 3.105897 -2.045942 5.157548 -0.015 0.065 -0.152
H -3.290638 0.938644 -3.912101 0.311 0.449 0.489
H 4.190601 1.363517 -2.167432 -0.135 -0.045 0.279
H -3.936726 -2.469143 -2.324794 -0.073 0.102 0.356
H 1.583530 -1.658565 -7.832660 -0.293 0.062 0.092
H 1.440869 2.784152 3.810096 -0.187 -0.162 -0.286
H -4.194538 0.262261 -1.347473 0.009 -0.112 0.259
H 4.070543 1.157508 -0.400031 -0.085 0.093 -0.251
H -4.847282 -1.865253 1.453171 -0.010 -0.086 0.201



(2)
104
Properties=species:S:1:pos:R:3:forces:R:3 method="wB97M-V/def2-TZVPD" lumo_ha="-0.011 / -0.011" e_above_lowest_kj_mol=10.9 e_tot_ev=-228381.652 total_charge=0 spin_multiplicity=2 e_homo_ha="-0.25530 / -0.26258" gap_ev="6.6 / 6.9"
Se -2.478189 2.842599 -1.051505 0.056 0.048 0.042
Ge -4.731695 4.764679 -2.536300 -0.025 0.056 0.001
Ti 0.629532 -0.892175 0.218415 -0.673 -1.327 -1.067
S -2.157548 -1.138406 0.658851 -0.189 -0.036 -0.086
S 2.530550 -0.111252 -1.289710 -0.080 0.003 0.148
Si 0.974852 -3.860527 -1.699263 -0.116 0.177 0.072
F -0.594473 0.311221 -1.437810 0.059 0.013 0.074
N 0.320633 -2.242921 -1.447140 0.160 0.192 -0.266
N 1.863201 -1.820947 1.416263 0.440 -0.531 0.736
N -0.349882 -0.379243 2.720397 0.046 0.185 -0.056
N 1.421015 2.072693 -0.125768 -0.093 -0.382 0.185
N 2.616425 2.447384 -2.001030 0.080 -0.100 -0.023
N 0.914743 1.115557 0.759472 0.427 1.470 0.362
N -2.791727 -2.308197 -1.657021 0.142 -0.182 0.058
N -3.940421 -0.392266 -1.144604 0.018 -0.081 0.102
C -1.040230 -0.596257 4.997142 -0.050 -0.077 -0.028
C 0.798250 1.570567 1.949914 -0.158 -0.098 0.029
C 3.779951 -0.368118 1.956564 0.020 0.098 0.106
C 3.270365 -1.541044 1.419603 -0.073 -0.176 -0.151
C -4.745409 -1.753610 -2.981208 0.000 0.023 -0.028
C -0.012163 -1.355019 -5.103741 -0.007 -0.041 0.066
C 2.596680 -3.783503 -2.653286 0.101 0.016 -0.062
C -0.567140 -0.089371 -5.029402 -0.014 0.045 0.041
C -0.411747 0.586502 5.334159 0.080 0.078 -0.071
C -3.763527 4.302010 -0.897904 0.012 0.008 0.076
C 2.290156 -3.018210 3.533863 0.036 -0.029 0.074
C -3.011025 -1.299713 -0.821531 0.042 0.149 0.101
C -0.420451 -0.278153 -2.669442 -0.058 0.058 0.068
C 5.141319 -0.098927 1.909712 -0.001 -0.020 -0.011
C 1.327239 -4.939797 -0.226147 -0.025 0.001 0.091
C 6.016176 -1.007622 1.334076 -0.039 -0.036 -0.010
C 4.158657 -2.464649 0.874351 0.003 0.012 -0.080
C 0.309583 -2.075322 -3.958258 0.003 -0.041 -0.152
C 1.485822 -2.743376 2.421319 0.081 0.289 -0.120
C 1.877529 -3.913141 4.511220 -0.013 0.025 -0.014
C -1.074850 3.825053 -1.967703 0.007 -0.006 0.021
C 0.257170 -3.402163 2.340802 -0.058 -0.132 -0.097
C -4.627471 -0.344543 -2.427154 0.012 -0.002 0.057
C -0.322395 -4.899532 -2.599705 -0.066 -0.070 0.022
C 0.094861 -1.579423 -2.657969 -0.189 -0.075 0.227
C -0.151665 -4.292223 3.317741 0.028 -0.047 0.009
C 2.142211 1.545237 -1.083372 -0.029 0.327 -0.048
C 5.516619 -2.199622 0.822310 0.010 0.055 0.030
C -3.370665 -2.395406 -2.991729 0.114 0.001 -0.009
C -6.223429 5.917979 -2.027135 -0.049 0.046 0.028
C 0.654295 -4.560743 4.416771 -0.004 0.027 -0.034
C -0.764347 0.463745 -3.767728 -0.013 -0.037 -0.068
C -3.598902 5.725078 -3.802738 0.055 0.025 -0.051
C -5.401828 3.127491 -3.350320 -0.036 -0.064 -0.054
C -0.993080 -1.035197 3.677996 0.084 0.024 0.033
C 0.215338 1.310422 4.329401 -0.099 -0.110 0.129
C 0.209584 0.789713 3.044571 0.141 0.266 -0.371
H -6.840781 6.159569 -2.892678 -0.003 0.003 -0.010
H -3.256266 5.167575 -0.468489 0.002 -0.009 0.000
H 2.663329 3.405684 -1.693008 -0.039 -0.003 0.009
H -1.169593 1.456959 -3.624834 -0.002 0.017 0.007
H -5.855137 6.851541 -1.600392 -0.013 0.009 0.007
H -4.222165 6.324379 -4.467285 0.010 -0.001 -0.020
H -1.109470 -4.788475 3.210174 -0.006 0.000 0.006
H -2.717697 -1.890032 -3.710781 0.033 0.006 -0.021
H 2.927308 -2.750559 -2.784769 0.001 -0.002 0.006
H 3.106989 0.345702 2.415158 -0.023 -0.024 -0.036
H -5.427325 -2.339956 -2.362005 0.009 -0.002 0.009
H -1.064920 -5.233690 -1.867393 -0.011 -0.016 -0.011
H -3.421232 -3.447553 -3.268425 -0.024 -0.011 0.004
H -0.223822 3.154223 -2.049259 0.043 -0.040 0.019
H -1.567225 -1.185711 5.734185 0.001 0.003 0.005
H -2.911787 6.394186 -3.284570 0.002 0.013 -0.004
H 2.527506 -4.103850 5.356294 0.006 0.000 0.009
H 3.248442 -2.527832 3.636311 0.001 -0.008 0.008
H 0.756596 -3.047948 -4.095748 -0.051 0.064 -0.024
H 1.703455 -5.858510 -0.690998 0.014 -0.029 0.059
H 6.186347 -2.922784 0.374410 0.013 -0.002 -0.003
H 2.531442 -4.236068 -3.645463 0.015 -0.026 0.009
H -5.923934 3.347037 -4.282062 -0.009 -0.002 -0.005
H 5.516878 0.828788 2.322889 0.006 0.010 0.005
H 3.767926 -3.388084 0.466477 0.017 0.021 -0.013
H -1.394671 4.148310 -2.955097 -0.018 -0.008 0.000
H -1.488326 -1.947933 3.382197 -0.016 0.010 0.024
H -5.149351 -1.719647 -3.992603 0.004 -0.008 -0.001
H 2.087120 -4.578498 0.460029 0.009 0.036 0.049
H 1.142998 2.584360 2.143979 -0.066 -0.030 0.034
H -0.419897 0.951380 6.352631 -0.008 -0.005 0.005
H -0.392563 -3.215464 1.493225 0.011 0.004 -0.036
H 3.373959 -4.317274 -2.102985 0.033 0.004 0.011
H 0.141971 -5.800147 -3.009809 -0.008 -0.028 -0.007
H 7.075456 -0.793161 1.285615 0.015 0.003 0.007
H -3.015440 5.036940 -4.413806 0.020 -0.003 -0.009
H -6.852540 5.427123 -1.284042 -0.016 0.007 0.005
H -6.097164 2.621204 -2.679025 -0.007 -0.007 0.000
H 0.182746 -1.803682 -6.069532 0.007 -0.006 -0.008
H 0.339597 -5.264737 5.175319 -0.001 -0.009 0.009
H -4.494844 3.968039 -0.158509 0.020 -0.014 0.015
H -4.073804 0.297501 -3.119646 -0.005 -0.039 0.009
H -4.572519 2.452656 -3.562361 -0.017 0.031 -0.014
H -0.819644 0.468360 -5.920247 0.000 0.004 -0.010
H -0.848883 -4.401700 -3.412197 -0.014 0.039 -0.029
H -0.786599 4.682593 -1.363053 -0.003 0.000 -0.002
H 0.693362 2.260291 4.526412 0.004 0.003 0.004
H -3.977957 0.402535 -0.527714 -0.002 -0.005 -0.032
H -1.973430 -2.861222 -1.429503 0.033 0.039 -0.084
H 0.445771 -5.205387 0.352377 -0.054 -0.006 0.038
H 3.371980 2.128423 -2.583174 -0.028 -0.004 -0.002
H -5.610891 0.098235 -2.269608 0.015 0.008 -0.028